{
  "formula": "C9H18N2",
  "method": "the ωB97M-V functional and the def2-TZVPD basis",
  "de_lowest_kj_mol": 259.71,
  "smiles": "CCC[C@H]1[C@@H](CC)C=NN1C",
  "e_homo_ev": -7.4,
  "charge": 0,
  "e_lumo_ev": 1.00,
  "symbols": ["C", "C", "C", "C", "C", "C", "C", "C", "N", "N", "C", "H", "H", "H", "H", "H", "H", "H", "H", "H", "H", "H", "H", "H", "H", "H", "H", "H", "H"],
  "xyz": [[-2.799, 1.730, 0.229], [-1.321, 1.309, 0.041], [-1.033, 0.123, 0.921], [0.490, -0.448, 0.959], [1.084, -1.151, -0.285], [0.027, -1.684, -1.238], [0.639, -2.372, -2.388], [1.998, -0.118, -0.873], [2.241, 0.939, -0.118], [1.441, 0.703, 1.000], [1.459, 1.532, 2.216], [-3.557, 0.932, 0.033], [-3.013, 2.098, 1.229], [-2.919, 2.526, -0.396], [-1.278, 1.073, -1.004], [-0.585, 2.127, 0.145], [-1.784, -0.669, 0.674], [-1.332, 0.430, 1.876], [0.556, -1.106, 1.744], [1.701, -1.887, -0.007], [-0.633, -0.869, -1.624], [-0.574, -2.412, -0.756], [0.982, -3.397, -2.033], [1.492, -1.806, -2.740], [-0.049, -2.492, -3.278], [2.406, -0.078, -1.848], [0.995, 0.858, 3.020], [2.478, 1.665, 2.375], [0.888, 2.443, 2.129]],
  "atomic_forces_ev_per_a": [[0.67, -1.67, 1.65], [-0.71, 0.02, -0.23], [1.29, -1.70, -1.51], [-0.48, 3.15, -3.27], [-3.11, 3.06, -1.36], [-0.44, 1.37, -0.43], [0.38, -1.90, -1.52], [0.44, 2.86, 0.96], [-2.27, -3.15, 0.27], [-0.66, 0.19, 1.76], [-1.46, -2.48, -0.75], [0.86, 0.47, -0.13], [0.11, -0.02, 0.32], [-0.96, 2.16, -1.87], [0.40, -0.45, -0.71], [-0.53, -0.17, 0.41], [0.80, 0.22, 0.03], [0.02, 0.28, 1.90], [0.41, -1.18, 2.32], [2.16, -3.29, 1.35], [0.47, -0.45, 0.60], [-0.93, -0.41, 0.84], [-0.18, 1.10, -0.80], [0.31, -0.15, -0.29], [0.63, -0.06, 1.07], [0.43, -0.36, -0.79], [0.81, 1.21, -0.89], [1.67, 0.88, 1.01], [-0.11, 0.46, 0.04]]
}

{
  "formula": "C9H18N2O4",
  "method": "the ωB97M-V functional and the def2-TZVPD basis",
  "de_lowest_kj_mol": 419.93,
  "smiles": "CC[C@H](C)[C@H](NC(=O)[C@@H](N)CO)C(=O)O",
  "e_homo_ev": -9.3,
  "charge": 0,
  "e_lumo_ev": 0.42,
  "symbols": ["C", "C", "C", "C", "C", "N", "C", "O", "C", "N", "C", "O", "C", "O", "O", "H", "H", "H", "H", "H", "H", "H", "H", "H", "H", "H", "H", "H", "H", "H", "H", "H", "H"],
  "xyz": [[1.305, 2.683, -0.981], [2.346, 1.937, 0.091], [1.672, 0.904, 0.881], [2.684, 0.369, 1.868], [0.927, -0.375, -0.061], [-0.028, -1.128, 0.649], [-1.403, -1.208, 0.350], [-1.857, -2.340, 0.598], [-2.286, -0.062, -0.315], [-3.366, -0.448, -1.161], [-2.762, 0.802, 0.758], [-3.592, 1.812, 0.082], [1.977, -1.253, -0.700], [2.035, -2.395, -0.316], [2.616, -0.648, -1.681], [0.435, 2.080, -1.282], [1.709, 3.063, -1.888], [0.943, 3.569, -0.373], [3.122, 1.480, -0.593], [2.925, 2.647, 0.718], [0.844, 1.311, 1.448], [3.407, -0.292, 1.254], [2.231, -0.288, 2.628], [3.150, 1.248, 2.225], [0.149, -0.053, -0.953], [0.414, -1.895, 1.174], [-1.523, 0.683, -0.781], [-4.066, 0.241, -1.467], [-3.803, -1.236, -0.812], [-1.830, 1.200, 1.179], [-3.267, 0.290, 1.587], [-3.560, 2.607, 0.595], [2.099, 0.147, -1.888]],
  "atomic_forces_ev_per_a": [[0.11, 0.46, 3.34], [0.06, 1.25, -4.44], [-1.77, -2.51, -0.73], [-0.04, -2.84, -1.74], [-1.54, 3.42, -1.19], [-0.30, 0.76, 1.08], [0.23, -3.92, -0.21], [-0.81, 2.44, -0.29], [2.40, 0.81, -0.53], [0.99, 0.25, -1.78], [-0.30, 1.77, 1.47], [0.89, -1.35, 0.70], [-2.41, -0.74, 1.62], [1.56, 0.37, -0.89], [0.79, -0.29, -0.84], [0.35, 0.00, 0.51], [0.91, 0.26, -0.54], [-0.02, -0.90, -1.01], [-0.47, 0.25, 1.02], [-0.74, -0.11, -0.43], [-0.47, 0.19, -0.05], [-0.62, 1.13, 1.23], [0.31, 0.50, -0.05], [0.89, 0.41, 1.04], [2.80, 0.37, 1.62], [-1.16, 0.07, -0.46], [-1.29, -1.47, -0.28], [1.09, -0.14, 0.76], [-1.00, -1.96, 0.70], [-0.37, 0.72, 0.33], [-0.43, 0.08, -0.42], [-0.03, 0.71, 0.51], [0.39, -0.02, -0.03]]
}

{
  "formula": "C9H18N3OPReSSbSe4Te",
  "method": "the ωB97M-V functional and the def2-TZVPD basis",
  "e_homo_ev": -13.2,
  "charge": 2,
  "e_lumo_ev": -7.58,
  "symbols": ["Re", "Se", "Sb", "Se", "Se", "Se", "C", "N", "C", "C", "N", "C", "S", "H", "H", "H", "H", "H", "H", "C", "P", "C", "C", "O", "H", "H", "H", "H", "H", "H", "H", "H", "H", "C", "C", "N", "H", "H", "H", "Te"],
  "xyz": [[-2.018, -0.775, -0.150], [-4.826, -0.336, -4.256], [-4.719, -1.780, -2.502], [-4.100, -0.030, -0.048], [-2.021, -2.110, -2.299], [-4.198, -4.260, 0.357], [-1.094, 2.616, 1.781], [-0.189, 1.732, 2.489], [0.880, 2.197, 3.226], [1.416, 1.146, 3.891], [0.676, 0.051, 3.538], [-0.300, 0.406, 2.677], [-1.458, -0.798, 2.160], [-0.535, 3.170, 1.031], [-1.543, 3.306, 2.496], [-1.870, 2.016, 1.319], [1.141, 3.237, 3.229], [2.236, 1.087, 4.579], [0.789, -0.891, 3.880], [1.722, -0.827, -2.455], [1.517, -1.518, -0.805], [2.644, -0.642, 0.292], [2.033, -3.237, -0.885], [0.098, -1.435, -0.271], [2.729, -1.027, -2.815], [1.571, 0.251, -2.445], [1.007, -1.283, -3.142], [3.668, -0.717, -0.062], [2.587, -1.076, 1.290], [2.370, 0.412, 0.349], [3.061, -3.320, -1.225], [1.389, -3.781, -1.579], [1.950, -3.695, 0.104], [-0.674, 2.969, -2.558], [-0.931, 1.810, -1.731], [-1.132, 0.868, -1.096], [-0.551, 2.644, -3.593], [0.223, 3.478, -2.210], [-1.530, 3.644, -2.486], [-2.016, -3.502, -0.074]],
  "atomic_forces_ev_per_a": [[0.01, -0.16, 0.20], [-0.01, 0.37, -0.48], [-0.14, -0.48, 0.31], [0.23, -0.07, 0.15], [0.13, 0.01, -0.29], [-0.04, -0.05, 0.00], [-0.19, 0.03, 0.01], [0.23, -0.61, 0.25], [0.29, -0.14, 0.31], [0.05, 0.45, -0.03], [-0.33, 0.11, -0.42], [-0.18, -0.35, -0.02], [0.01, 0.42, 0.01], [-0.06, 0.03, -0.03], [0.01, -0.03, -0.10], [-0.07, 0.01, -0.06], [0.08, 0.13, 0.03], [0.09, 0.05, 0.06], [0.00, 0.01, -0.02], [-0.15, -0.04, 0.13], [0.24, -0.19, -0.05], [-0.17, -0.07, -0.03], [-0.15, 0.10, 0.08], [0.08, 0.15, -0.10], [0.11, -0.04, -0.01], [-0.03, 0.02, 0.05], [0.02, -0.01, 0.05], [0.13, -0.03, -0.08], [-0.02, -0.04, -0.02], [-0.05, 0.01, -0.04], [0.14, 0.02, -0.05], [0.02, 0.07, 0.02], [-0.01, 0.06, -0.05], [-0.05, 0.02, -0.06], [-0.07, -0.98, 0.52], [0.03, 0.97, -0.33], [0.00, 0.10, 0.04], [0.01, 0.05, -0.05], [0.06, 0.01, -0.06], [-0.23, 0.04, 0.15]]
}

{
  "formula": "C9H18N3S",
  "method": "the ωB97M-V functional and the def2-TZVPD basis",
  "de_lowest_kj_mol": 126.98,
  "e_homo_ev": -12.6,
  "charge": 1,
  "e_lumo_ev": -4.22,
  "symbols": ["C", "C", "C", "C", "C", "C", "C", "C", "C", "N", "N", "N", "S", "H", "H", "H", "H", "H", "H", "H", "H", "H", "H", "H", "H", "H", "H", "H", "H", "H", "H"],
  "xyz": [[0.376, 2.192, 0.978], [1.408, 3.098, 1.293], [0.766, 0.856, 0.820], [2.221, 0.524, 1.052], [2.866, -0.764, 0.826], [-3.734, -2.689, -1.394], [-2.719, -1.529, -1.143], [-2.947, -1.116, 0.311], [-2.028, 0.172, 0.568], [2.664, 2.815, 1.424], [3.015, 1.517, 1.302], [2.975, 1.132, -1.733], [-0.236, -0.452, 0.377], [-0.656, 2.385, 0.807], [1.118, 4.146, 1.580], [2.487, -1.752, 1.340], [3.928, -0.676, 1.059], [2.795, -0.971, -0.319], [-3.188, -3.645, -1.146], [-3.965, -2.812, -2.412], [-4.607, -2.746, -0.823], [-2.706, -0.660, -1.754], [-1.751, -1.921, -1.215], [-2.696, -1.778, 1.088], [-3.988, -0.859, 0.533], [-2.433, 1.029, -0.067], [-1.805, 0.522, 1.613], [4.022, 1.379, 1.290], [2.473, 1.517, -2.573], [2.451, 0.177, -1.675], [3.892, 0.910, -2.008]],
  "atomic_forces_ev_per_a": [[1.72, -2.30, -0.18], [-1.69, 1.49, 0.82], [1.84, 0.50, 0.73], [-2.80, 0.37, -0.50], [-0.11, -3.06, -1.35], [3.14, -1.06, -0.41], [-2.26, -1.47, 2.10], [1.12, 3.25, 0.06], [0.19, 0.16, 0.68], [1.01, -0.56, 0.28], [-0.48, 1.79, -0.14], [-3.83, -1.53, -0.60], [-0.86, -0.24, -0.89], [-0.44, 0.84, 0.07], [0.60, -1.03, -0.72], [0.28, 2.31, -0.76], [-0.05, -0.16, -0.03], [0.13, 0.09, 2.07], [-0.47, 0.84, -0.10], [-0.49, 0.04, -1.38], [-1.36, 0.65, 0.95], [-0.74, 0.64, -0.83], [1.49, -0.73, -0.27], [0.52, -1.59, 0.53], [0.12, 0.32, -0.36], [1.25, -1.03, 0.52], [-1.50, -0.27, -0.69], [-0.13, 0.03, 0.25], [1.01, -0.07, 1.01], [1.36, 2.09, -0.18], [1.42, -0.32, -0.66]]
}

{
  "formula": "C9H18NO",
  "method": "the ωB97M-V functional and the def2-TZVPD basis",
  "de_lowest_kj_mol": 324.73,
  "e_homo_ev": -12.1,
  "charge": 1,
  "e_lumo_ev": -5.16,
  "symbols": ["C", "C", "C", "C", "C", "C", "C", "C", "C", "N", "O", "H", "H", "H", "H", "H", "H", "H", "H", "H", "H", "H", "H", "H", "H", "H", "H", "H", "H"],
  "xyz": [[-0.857, 1.518, -2.553], [-0.187, 1.583, -3.672], [-1.787, 1.599, -0.226], [-1.223, 0.379, 0.594], [-1.473, 0.656, 2.115], [0.844, -1.769, 1.738], [0.510, -1.712, -0.821], [2.458, -0.557, 0.156], [1.004, -0.923, 0.395], [0.200, 0.304, 0.345], [-1.512, 1.149, -1.571], [-0.563, 2.336, -4.424], [0.881, 1.427, -3.922], [-2.907, 1.662, -0.159], [-1.361, 2.548, 0.068], [-1.791, -0.612, 0.382], [-1.611, -0.315, 2.634], [-2.501, 1.150, 2.227], [-0.710, 1.239, 2.649], [0.141, -1.372, 2.505], [0.338, -2.800, 1.534], [1.761, -1.897, 2.201], [0.323, -2.735, -0.581], [1.279, -1.700, -1.629], [-0.394, -1.121, -1.153], [3.027, -1.355, -0.198], [2.552, 0.335, -0.430], [2.957, -0.209, 1.089], [0.604, 1.193, 0.709]],
  "atomic_forces_ev_per_a": [[0.68, -1.13, 1.19], [-0.55, 2.09, -0.04], [-1.08, -1.56, 1.83], [-0.27, -0.45, 1.88], [-2.44, -0.15, 0.04], [-3.29, -0.96, -1.31], [-0.14, 1.14, -0.97], [-0.16, 1.92, 2.57], [-0.60, -0.56, 0.67], [0.28, 2.19, -0.31], [0.49, 0.70, -4.00], [-0.28, -0.97, 0.73], [-0.69, -0.61, 0.94], [1.11, -0.14, -0.23], [0.52, 0.18, -0.46], [1.04, 1.82, -0.24], [0.29, 0.65, -0.24], [1.36, -0.38, 0.07], [-0.20, -0.10, -0.52], [0.68, 0.32, -0.71], [1.27, 1.61, 0.18], [1.81, -0.48, 0.88], [-0.47, -0.65, -0.08], [-0.68, 0.10, 0.42], [0.83, -1.55, -0.17], [0.82, -1.27, -0.79], [-0.09, 0.16, -1.09], [-0.37, -0.46, -0.18], [0.14, -1.46, -0.04]]
}

{
  "formula": "C9H18NO6PdSi",
  "method": "the ωB97M-V functional and the def2-TZVPD basis",
  "spin_multiplicity": 5,
  "e_homo_ev": [-12.5, -13.5],
  "charge": 1,
  "s_squared": 6.0234,
  "e_lumo_ev": [-2.42, -7.29],
  "symbols": ["Pd", "O", "C", "C", "N", "C", "C", "O", "O", "C", "C", "O", "O", "H", "H", "H", "H", "H", "H", "H", "H", "H", "C", "Si", "C", "C", "O", "H", "H", "H", "H", "H", "H", "H", "H", "H"],
  "xyz": [[-0.346, -0.523, -0.326], [1.706, 0.220, 1.049], [1.916, 0.022, 2.450], [0.700, 0.479, 3.238], [-0.529, -0.284, 3.036], [-1.720, 0.387, 2.933], [-2.009, 1.247, 1.401], [-3.117, 1.675, 1.400], [-0.988, 1.303, 0.681], [-0.492, -1.727, 2.868], [-0.578, -2.006, 1.358], [0.479, -2.236, 0.697], [-1.705, -1.832, 0.822], [2.504, -0.078, 0.600], [2.754, 0.637, 2.785], [2.157, -1.025, 2.646], [0.494, 1.515, 2.972], [0.963, 0.439, 4.301], [-1.777, 1.260, 3.585], [-2.585, -0.261, 3.010], [-1.358, -2.180, 3.349], [0.421, -2.137, 3.289], [1.500, 0.059, -2.189], [-0.178, 0.195, -3.120], [-0.191, -0.897, -4.664], [-0.382, 2.014, -3.708], [-1.352, -0.078, -2.058], [2.325, 0.255, -2.876], [1.671, -0.950, -1.792], [1.566, 0.820, -1.403], [0.492, -0.486, -5.406], [-1.197, -0.937, -5.082], [0.125, -1.908, -4.405], [0.359, 2.206, -4.483], [-0.238, 2.678, -2.857], [-1.391, 2.133, -4.103]],
  "atomic_forces_ev_per_a": [[-0.23, 0.79, -0.33], [0.02, 0.21, 0.15], [-0.16, -0.05, -0.02], [0.28, 0.04, -0.06], [-0.24, 0.19, -0.12], [0.10, -0.30, 0.48], [-0.22, 0.20, -0.30], [0.26, -0.15, 0.08], [0.00, -0.29, -0.19], [-0.03, -0.30, -0.33], [-0.01, -0.93, 1.13], [-0.11, 0.03, 0.11], [0.11, 0.36, -0.21], [0.03, -0.04, -0.08], [0.01, -0.02, 0.04], [0.00, -0.01, 0.01], [-0.08, 0.00, 0.06], [-0.01, 0.01, -0.01], [0.05, 0.08, -0.14], [-0.02, 0.03, -0.04], [0.00, 0.06, 0.07], [0.02, 0.04, 0.02], [-0.68, -0.05, -0.24], [2.54, 0.80, -2.36], [-0.34, -0.02, 0.67], [-0.37, -0.37, 0.57], [-1.26, -0.38, 1.22], [-0.06, 0.02, -0.09], [0.16, 0.04, 0.02], [0.11, -0.04, 0.04], [0.03, 0.08, 0.06], [0.03, -0.02, -0.05], [-0.02, -0.02, -0.06], [0.07, -0.13, 0.01], [-0.01, 0.07, -0.07], [0.04, 0.06, -0.04]]
}

E, respectively: -12602.5977; -20792.8080; -313601.8587; -24922.1390; -13151.1885; -34747.4560 eV.